{"formula": "C29H29N2O4RhS", "method": "the ωB97M-V functional and the def2-TZVPD basis", "species": ["C", "C", "C", "H", "C", "C", "H", "C", "C", "C", "H", "C", "C", "H", "H", "H", "H", "H", "H", "Rh", "C", "C", "C", "H", "H", "H", "H", "H", "H", "C", "C", "H", "H", "O", "N", "C", "H", "C", "C", "H", "C", "H", "C", "H", "C", "H", "C", "H", "H", "H", "O", "C", "N", "S", "O", "O", "C", "C", "C", "C", "C", "C", "H", "H", "H", "H"], "coordinates": [[2.27762, -0.18447, 1.28563], [2.13814, -0.98474, 0.10452], [1.96091, -0.11221, -0.99659], [2.17584, -2.06308, 0.05456], [1.96846, 1.24266, -0.52215], [2.18480, 1.20208, 0.90635], [1.85738, 2.13589, -1.13681], [-1.23732, -2.43588, 2.13793], [-0.20744, -3.22881, 1.56919], [-0.30213, -3.13959, 0.15651], [0.52170, -3.82164, 2.10334], [-1.36628, -2.23902, -0.14743], [-1.99545, -1.86423, 1.07587], [1.91377, -0.40284, -2.04804], [2.24444, 2.07372, 1.55055], [2.48692, -0.58265, 2.26411], [-2.90855, -1.27846, 1.16440], [0.29781, -3.65668, -0.59871], [-1.46632, -2.31202, 3.19383], [0.52577, 0.22228, 0.41065], [-1.73471, -1.72154, -1.50845], [-3.26041, -1.91144, -1.60404], [-1.05956, -2.54923, -2.61178], [-3.48687, -2.96653, -1.37996], [-3.66374, -1.67087, -2.59094], [-3.77472, -1.29043, -0.86364], [-1.26252, -3.61865, -2.44914], [0.02678, -2.40331, -2.62278], [-1.44257, -2.26329, -3.60036], [-1.21711, -0.25203, -1.58724], [-1.91320, 0.60531, -2.62044], [-0.12869, -0.30639, -1.81338], [-1.40008, 0.29050, -0.60171], [-3.15611, 0.66388, -2.56950], [-1.19429, 1.34609, -3.54868], [-0.03517, 2.19207, -3.20349], [-1.83720, 1.83403, -4.17108], [1.23538, 1.63836, -3.77775], [2.43614, 2.34922, -3.63781], [2.41139, 3.34902, -3.18969], [3.64252, 1.75814, -4.02005], [4.58431, 2.30085, -3.87531], [3.63759, 0.46793, -4.57460], [4.58300, -0.01790, -4.83279], [2.42706, -0.19141, -4.81929], [2.39616, -1.17050, -5.30323], [1.22122, 0.41055, -4.43834], [0.26060, -0.06603, -4.63199], [0.06062, 2.30994, -2.10606], [-0.20398, 3.20868, -3.60233], [1.06673, -1.15206, 3.59613], [0.35359, -0.12883, 3.62138], [-0.09179, 0.54159, 2.51024], [-1.23300, 1.73816, 2.75935], [-0.74106, 3.01586, 2.29816], [-2.50228, 1.25659, 2.28126], [-1.03953, 1.56599, 4.52226], [-1.63360, 2.35548, 5.50946], [-1.33169, 2.07690, 6.85038], [-0.45841, 1.02047, 7.17975], [0.10933, 0.23188, 6.17847], [-0.17029, 0.53805, 4.83758], [-2.30849, 3.15598, 5.21331], [-1.77880, 2.67764, 7.64565], [-0.22839, 0.82266, 8.22844], [0.76579, -0.61165, 6.39634]], "multiplicity": 5, "s_squared": 6.023, "energy_ev": -55550.448}

{"formula": "C2H4N2OS", "method": "the ωB97M-V functional and the def2-TZVPD basis", "species": ["C", "N", "O", "C", "S", "N", "H", "H", "H", "H"], "coordinates": [[-0.61358, 1.16895, -0.17260], [-1.50635, 0.16518, -0.19587], [-0.99081, -1.13191, -0.61444], [0.10930, -1.42051, 0.13522], [1.59612, -0.33815, -0.35302], [0.80321, 1.24085, -0.32513], [-1.13893, 2.14597, -0.05743], [0.10992, -1.11544, 1.14558], [0.39822, -2.40316, 0.00184], [1.23289, 1.68822, 0.43585]], "de_lowest_kj_mol": 412.5, "multiplicity": 1, "smiles": "C1=NOCSN1"}

{"formula": "C19H31Br18IN3O5", "method": "the ωB97M-V functional and the def2-TZVPD basis", "species": ["C", "C", "O", "C", "C", "C", "C", "C", "N", "C", "O", "O", "N", "C", "C", "O", "I", "C", "C", "O", "C", "N", "H", "H", "H", "H", "H", "H", "H", "H", "H", "H", "H", "H", "H", "H", "H", "H", "H", "H", "H", "H", "H", "H", "H", "H", "H", "C", "Br", "Br", "Br", "H", "C", "Br", "Br", "Br", "H", "C", "Br", "Br", "Br", "H", "C", "Br", "Br", "Br", "H", "C", "Br", "Br", "Br", "H", "C", "Br", "Br", "Br", "H"], "coordinates": [[-3.63921, -3.70586, -1.18461], [-2.30852, -3.75666, -2.18839], [-1.81614, -2.34849, -2.24192], [-0.78387, -2.14033, -1.17244], [-0.26462, -0.57409, -1.38936], [1.39508, -0.66350, -1.19365], [1.84229, -1.16418, 0.30676], [2.23754, -2.75063, 0.41789], [2.65692, -3.01036, 1.88027], [-0.50392, -0.18493, -2.96312], [-1.27661, 0.79469, -3.43954], [0.24822, -0.97121, -3.99724], [-0.81835, 0.40496, -0.38549], [-0.16348, 1.76662, -0.45226], [0.90528, 2.06454, 0.78240], [0.60995, 2.02429, 2.08377], [3.01017, 2.62195, 0.29888], [-2.32151, 0.52207, -0.41227], [-2.95048, 0.54616, 1.13757], [-2.55778, 1.76375, 1.89078], [-2.71572, -0.85445, 1.95647], [-1.30603, -1.05677, 2.47786], [-3.32688, -3.84848, -0.06301], [-4.04401, -2.59256, -1.27508], [-4.46430, -4.44609, -1.56285], [-2.59511, -4.05250, -3.28484], [-1.42750, -4.39322, -1.75489], [0.09668, -2.86082, -1.44519], [-1.27825, -2.33009, -0.12948], [1.75553, -1.52167, -1.94126], [1.94330, 0.31542, -1.56342], [1.05398, -0.81126, 1.13023], [2.83522, -0.55597, 0.56989], [1.36388, -3.50075, 0.20860], [3.17323, -3.07143, -0.22672], [2.35295, -3.98207, 2.14968], [3.71380, -3.04277, 1.94275], [0.46371, 1.95069, -1.45124], [-0.93302, 2.67560, -0.41536], [-2.72211, 1.53463, -0.90258], [-2.89000, -0.33896, -0.96175], [-4.12892, 0.64448, 0.97738], [-3.29249, 1.88128, 2.56210], [-3.41821, -0.82899, 2.92091], [-2.96991, -1.75748, 1.24815], [-0.82634, -0.14039, 2.33233], [-0.76026, -1.74233, 1.90473], [-2.99194, 5.01544, 4.32179], [-3.96537, 3.34342, 4.52392], [-1.06955, 4.72879, 4.24231], [-3.63334, 6.04745, 2.80260], [-3.18957, 5.61097, 5.21918], [-6.22406, 8.66228, 5.22307], [-5.09038, 10.10922, 4.58652], [-7.21897, 7.83071, 3.77299], [-5.21837, 7.35458, 6.25403], [-6.95952, 9.10713, 5.90148], [6.42873, 3.07066, -2.38576], [7.35253, 1.39714, -2.74629], [4.55808, 2.99319, -2.91374], [6.63553, 3.62723, -0.53324], [6.90425, 3.83825, -3.00519], [3.43969, -0.02955, 4.78526], [1.59661, -0.33271, 4.24193], [4.70177, -0.64425, 3.43864], [3.75334, 1.82609, 5.27780], [3.61154, -0.63212, 5.68325], [4.61962, -2.50598, -3.19187], [2.89400, -3.00623, -3.93756], [4.44876, -1.11906, -1.83859], [5.59572, -4.05116, -2.52554], [5.21111, -2.08281, -4.01047], [0.91537, -4.41943, -7.23570], [0.62512, -5.57126, -5.69521], [2.73707, -4.55130, -7.90511], [-0.39562, -4.74016, -8.63670], [0.77370, -3.38839, -6.89522]], "multiplicity": 1, "total_charge": -1, "energy_ev": -1303770.160}

{"formula": "C32H28GdN7O2S4", "method": "the ωB97M-V functional and the def2-TZVPD basis", "species": ["Gd", "C", "C", "N", "C", "S", "N", "N", "C", "C", "C", "C", "C", "C", "C", "N", "H", "H", "H", "H", "H", "H", "H", "H", "H", "H", "H", "H", "H", "S", "C", "N", "C", "C", "C", "C", "C", "C", "S", "H", "H", "H", "H", "O", "S", "O", "N", "C", "C", "C", "C", "C", "C", "C", "C", "N", "C", "C", "C", "C", "C", "C", "C", "H", "H", "H", "H", "H", "H", "H", "H", "H", "H", "H"], "coordinates": [[-0.28185, -0.27737, 0.29323], [-4.38578, 0.67107, -4.13832], [-4.22370, 1.65653, -2.99101], [-4.11771, 0.97274, -1.71153], [-3.09010, 1.07440, -0.85027], [-3.11385, 0.04764, 0.54262], [-2.19129, 2.01965, -1.10686], [-1.10820, 1.98315, -0.30189], [-0.48004, 3.09795, -0.12692], [-0.96825, 4.37414, -0.72966], [0.72459, 3.01964, 0.71648], [1.22162, 4.13055, 1.39691], [2.31390, 3.98543, 2.23178], [2.91115, 2.74163, 2.34765], [2.37425, 1.69200, 1.62262], [1.30149, 1.81161, 0.83992], [-4.39440, 1.19971, -5.09219], [-5.32125, 0.11393, -4.05212], [-3.56000, -0.03976, -4.14882], [-5.07521, 2.34269, -2.95850], [-3.32259, 2.25090, -3.11539], [-4.79063, 0.25680, -1.49231], [-0.69012, 4.40782, -1.78691], [-0.54614, 5.25137, -0.24685], [-2.05473, 4.41448, -0.68825], [0.74324, 5.09198, 1.28844], [2.69642, 4.83581, 2.78134], [3.77725, 2.57992, 2.97328], [2.84417, 0.71689, 1.65157], [-1.27230, -2.92518, -0.49965], [-1.19140, -2.05264, -1.95128], [-0.86486, -0.77709, -2.02473], [-0.83236, -0.30992, -3.32819], [-0.52092, 0.98972, -3.72230], [-0.55298, 1.30524, -5.06832], [-0.88528, 0.34533, -6.02676], [-1.18873, -0.95124, -5.64849], [-1.15960, -1.26749, -4.29676], [-1.51208, -2.78063, -3.51390], [-0.27223, 1.72988, -2.97382], [-0.31523, 2.31265, -5.38531], [-0.90381, 0.61588, -7.07423], [-1.44645, -1.70002, -6.38611], [1.66619, -1.13163, -0.62539], [2.25050, -1.76009, 0.57700], [3.58563, -1.33480, 0.90712], [1.15833, -1.49051, 1.68796], [1.45160, -1.17831, 3.01407], [2.51004, -1.65668, 3.74817], [2.69724, -1.26349, 5.08947], [1.83603, -0.40156, 5.70386], [0.74110, 0.12346, 4.97738], [-0.17853, 1.04516, 5.52825], [-1.18783, 1.54166, 4.75772], [-1.28579, 1.12283, 3.41605], [-0.45684, 0.26638, 2.87151], [0.55141, -0.25344, 3.63323], [2.28516, -3.49283, 0.25327], [2.99245, -3.93669, -0.85592], [3.03442, -5.29406, -1.12292], [2.38093, -6.18887, -0.28398], [1.68182, -5.73110, 0.82201], [1.62657, -4.37171, 1.09545], [3.21007, -2.34063, 3.28821], [3.54149, -1.66308, 5.63643], [1.97823, -0.10773, 6.73610], [-0.06528, 1.34714, 6.56286], [-1.90733, 2.24560, 5.15170], [-2.07349, 1.49676, 2.76994], [3.49036, -3.22446, -1.50089], [3.57401, -5.65508, -1.98835], [2.41270, -7.24880, -0.50045], [1.16364, -6.42884, 1.46611], [1.06113, -3.99241, 1.93585]], "de_lowest_kj_mol": 9.8, "multiplicity": 8, "s_squared": 16.032}

{"formula": "C2H6O2", "method": "the ωB97M-V functional and the def2-TZVPD basis", "species": ["O", "C", "C", "O", "H", "H", "H", "H", "H", "H"], "coordinates": [[1.43534, 0.67746, -0.30697], [0.04174, 0.83725, 0.01386], [-0.79212, -0.51186, 0.29822], [0.03119, -1.48146, -0.29283], [1.57962, 0.50058, -1.24993], [0.10669, 1.44445, 0.91523], [-0.44019, 1.35542, -0.81769], [-0.99741, -0.78203, 1.36271], [-1.79724, -0.63845, -0.16255], [0.83238, -1.40135, 0.23996]], "de_lowest_kj_mol": 112.8, "multiplicity": 1, "smiles": "OCCO"}

Number 1: M 604.5 g/mol. Number 2: M 104.1 g/mol. Number 3: M 1946.6 g/mol. Number 4: M 828.1 g/mol. Number 5: M 62.1 g/mol.